C57H45CsN7PS | ωB97M-V/def2-TZVPD

CARTESIAN COORDINATES (ANGSTROEM)
Cs -0.073 0.118 0.318
S 0.046 -2.631 4.933
P 0.026 2.903 -2.833
N -2.660 2.668 -2.749
N 0.062 3.579 -0.146
N 1.758 0.985 -1.505
N -1.766 1.086 -1.488
N -0.139 5.382 -1.406
N 2.695 2.696 -2.551
N -0.026 -2.902 0.905
C 0.947 7.780 0.984
C -7.759 3.350 -2.347
C 0.953 9.118 1.348
C 7.718 3.500 -1.757
C 3.168 -0.580 0.718
C 3.707 2.045 -1.883
C 5.795 -1.259 0.182
C 1.059 3.365 4.023
C -0.503 5.422 3.005
C -3.693 2.106 -2.031
C -5.446 3.879 -1.955
C -0.118 5.816 -0.095
C -0.165 6.235 -2.584
C -3.117 1.132 -1.255
C 5.122 -0.378 -0.652
C -0.083 -2.177 3.204
C 0.132 4.542 2.130
C 3.840 -1.461 1.552
C -6.092 1.620 -2.454
C 2.852 3.952 -3.273
C -0.038 -3.253 2.208
C -0.107 9.942 0.995
C -0.025 -4.612 2.570
C -0.021 -5.587 1.598
C -5.094 2.545 -2.160
C -0.124 7.247 0.268
C 0.014 4.677 0.667
C 5.607 3.095 -0.677
C 0.431 4.249 4.889
C -0.353 5.276 4.376
C -1.189 8.078 -0.071
C 6.913 3.561 -0.628
C -0.127 -0.994 5.377
C -7.417 2.020 -2.543
C -6.771 4.281 -2.052
C -0.273 -0.183 4.288
C -4.091 -1.758 0.980
C 3.115 0.981 -1.251
C 5.159 -1.800 1.292
C -0.014 -3.863 -0.019
C 5.095 2.557 -1.856
C -2.815 3.685 -3.781
C -0.023 -5.216 0.257
C 1.527 2.025 -2.275
C -4.732 0.911 0.614
C -3.783 0.315 -0.218
C 7.215 2.966 -2.937
C -5.361 0.177 1.608
C -1.179 9.420 0.284
C -3.466 -1.027 -0.019
C -0.013 4.023 -1.379
C -5.041 -1.162 1.794
C 0.909 3.511 2.652
C 3.800 -0.011 -0.389
C -0.244 -0.836 3.002
C -1.505 2.023 -2.370
C 5.911 2.494 -2.984
H 7.843 2.906 -3.817
H 2.658 4.805 -2.620
H -8.184 1.289 -2.767
H 4.977 3.127 0.204
H -1.128 6.216 2.612
H 2.142 -0.344 0.943
H 0.003 -3.522 -1.052
H -3.815 3.612 -4.199
H -1.110 6.769 -2.666
H 5.524 2.051 -3.895
H -5.821 0.581 -2.598
H -4.960 1.963 0.497
H 1.767 7.130 1.264
H -4.679 4.600 -1.693
H -8.793 3.661 -2.417
H -2.726 -1.514 -0.643
H 1.656 2.550 4.412
H -0.857 5.960 5.047
H 3.870 4.026 -3.643
H -0.411 0.887 4.411
H -0.022 -5.949 -0.538
H 0.639 6.968 -2.537
H -6.085 0.658 2.253
H -0.033 -4.887 3.617
H -0.033 5.613 -3.466
H 1.788 9.519 1.909
H 5.628 0.018 -1.523
H 8.738 3.861 -1.718
H 2.168 3.983 -4.117
H -0.019 -6.634 1.876
H -2.015 10.055 0.018
H -3.816 -2.794 1.135
H 0.543 4.131 5.959
H -0.119 -0.717 6.423
H -7.034 5.317 -1.885
H 3.316 -1.884 2.402
H 1.395 2.819 1.974
H 5.684 -2.489 1.941
H 7.305 3.968 0.296
H 6.819 -1.531 -0.043
H -2.043 7.665 -0.597
H -0.101 10.988 1.278
H -2.087 3.519 -4.570
H -5.516 -1.731 2.583
H -2.680 4.691 -3.379

## Properties
- ΔE to the lowest compared entry with this formula, charge and spin: 1.302 eV
- Maximum force: 1.514 eV Å⁻¹
- HOMO energy: -5.6553 eV
- Energy: -90941.9015 eV
- Molar mass: 1023.98 g/mol
- LUMO: -0.0343 eV